# 1
DFT (the ωB97M-V functional and the def2-TZVPD basis) results for C28H25N5O4V as an isolated structure in a non-equilibrium geometry.

```
63
Properties=species:S:1:pos:R:3:forces:R:3:mulliken_charge:R:1
V 0.46441 0.94458 1.19685 3.6027 -2.6427 -2.6119 -0.084
C -0.46347 6.60195 0.15446 -1.0956 2.2165 -0.4089 -0.641
O 0.24367 5.45862 0.67291 -1.0415 -2.4369 -0.6822 -0.285
C -0.38777 4.33026 0.37389 -4.5740 1.7186 -0.1964 0.565
O -1.51216 4.14406 -0.16945 4.6331 0.3895 1.9158 -0.521
N 0.39094 3.18277 0.84892 2.1734 0.2581 -2.6172 0.229
N 0.16486 2.22247 -0.24321 -0.8424 -0.9650 1.1368 -0.608
H 0.26391 7.39608 0.01033 0.2505 -0.2071 0.1695 0.291
H -1.21725 6.98932 0.89175 0.6273 -0.7829 -0.6674 0.317
H -0.91922 6.39851 -0.83667 0.1922 -0.1453 0.8395 0.347
H 1.36225 3.58143 0.77028 -0.5518 -0.8008 0.3534 0.310
H 0.70997 2.13317 -1.09072 0.8891 0.3558 -0.5388 0.223
H -0.80548 2.40888 -0.50734 -0.7713 0.1714 -0.4113 0.371
C 4.52685 -0.74617 1.89344 -0.5559 0.3649 -1.4683 -0.710
C 4.71035 -0.22306 3.17677 0.0699 -0.3187 -0.3389 -0.369
C 3.72907 0.60861 3.69963 -0.4756 -0.1888 -0.1901 -0.901
C 2.51314 0.70312 2.97969 1.0702 1.3697 -0.8741 1.092
N 2.50892 0.53345 1.56312 -1.4786 -0.8252 2.5843 0.160
C 3.48685 -0.28810 1.05818 -0.2490 0.4017 0.7093 -0.191
C 1.20261 0.94362 3.63004 1.0277 -0.2548 0.7827 0.629
C 1.07941 0.69024 5.01521 -0.3087 -0.7495 0.1606 -0.932
C -0.19182 0.38336 5.60440 1.0061 0.7850 -0.1933 -0.701
C -1.31230 0.77464 4.86936 -0.2154 0.1962 0.2942 -0.515
C -1.18254 1.15669 3.56241 -2.2381 0.4825 -0.4369 -0.300
C 0.01026 1.21253 2.89678 0.0269 -1.2206 1.3315 1.076
H 5.25346 -1.42734 1.45710 -0.1389 0.0702 0.1221 0.464
H 5.59145 -0.56752 3.74377 -0.4716 0.6072 -0.1941 0.466
H 3.90401 1.13674 4.64640 -0.4866 -0.6042 -0.2066 0.521
H 3.33989 -0.54978 0.00999 0.4571 0.0152 0.2753 0.540
H 2.01627 0.63775 5.59658 -0.7875 -0.3796 -0.2583 0.326
H -0.32285 -0.10735 6.59582 0.4483 0.7057 -0.7345 0.480
H -2.31459 0.89726 5.26895 0.1674 -0.6916 0.3271 0.444
H -2.12045 1.35749 3.05581 0.0705 0.2080 -0.2335 0.487
O 0.24988 -2.32651 1.82115 0.4470 1.3933 -0.2055 -0.624
C 0.07173 -2.03001 0.65987 -0.5029 -1.1699 0.5945 -0.149
N -0.40880 -2.82105 -0.29415 -0.4069 0.4142 -1.8601 0.012
C -0.65853 -2.12939 -1.58973 0.6810 -1.0054 -0.4867 2.822
C 0.04397 -0.76099 -1.30619 1.2831 -0.4098 -3.7460 -0.704
O 0.39635 0.01780 -2.20117 -0.8226 -0.6825 2.9452 -0.614
N 0.33101 -0.72805 0.04673 -0.3423 2.8066 3.3238 0.773
C -2.07879 -1.66640 -1.78351 -2.3797 1.1511 -1.1014 -0.644
C -3.11047 -1.74665 -0.81067 0.8831 0.0510 -0.1896 -0.282
C -4.34667 -1.11237 -0.99950 0.4589 0.4149 0.9220 -0.789
C -4.63492 -0.50173 -2.22193 -0.7943 -0.1839 1.4954 -0.521
C -3.68739 -0.45796 -3.20825 0.3779 0.2029 -1.5375 -0.830
C -2.41701 -0.94887 -3.00831 1.2284 -1.1883 1.2484 -0.163
C -0.06252 -2.90583 -2.84403 -0.2242 1.0628 0.9791 0.439
C -0.94080 -3.46281 -3.77701 0.2992 -0.9508 0.2487 -0.472
C -0.48805 -3.94287 -5.00901 0.3686 1.3827 1.0084 -0.707
C 0.80905 -3.67916 -5.37874 0.8594 0.0819 1.3601 -0.741
C 1.72226 -3.26803 -4.37995 1.0222 -0.0197 -0.2305 -0.441
C 1.32393 -2.90188 -3.10579 -0.5125 0.5616 0.2042 -0.534
H -0.60580 -3.81560 -0.18903 0.1324 0.3930 0.2626 0.293
H -2.97453 -2.28736 0.13265 0.2046 0.2235 -0.3236 0.447
H -4.94382 -0.98368 -0.05680 0.0099 -0.4607 -1.4938 0.363
H -5.60177 -0.04497 -2.36495 -0.0853 0.0563 -0.0793 0.482
H -3.93420 -0.03420 -4.19856 0.1691 -0.1204 0.7479 0.416
H -1.65458 -0.83220 -3.78891 -0.3931 -0.0904 0.3778 0.552
H -1.96746 -3.67145 -3.52039 -0.2184 0.4132 0.0500 0.467
H -1.18177 -4.34648 -5.68034 -0.8403 -0.6094 -0.8830 0.482
H 1.16899 -3.80371 -6.37296 0.1300 -0.3752 -0.5468 0.466
H 2.80482 -3.23230 -4.60354 -0.8093 0.0693 -0.0604 0.379
H 2.05322 -2.49357 -2.36246 -0.6524 -0.5141 -0.7634 0.242
```
Positions in Å, forces in eV/Å.

Orbital gap (spin up / spin down) (hartree): 0.0954 / 0.1044
Charge: +3
HOMO (spin up / spin down) (eV): -15.65 / -15.75

***

# 2
DFT (the ωB97M-V functional and the def2-TZVPD basis) results for the molecule C20H16ClN5O in a non-equilibrium geometry.

```
43
Properties=species:S:1:pos:R:3:forces:R:3:mulliken_charge:R:1
O 0.33804 0.62095 -3.08500 -0.8406 0.9589 1.8435 -0.585
Cl -2.24401 1.22199 5.19917 0.1142 -0.4224 -0.3644 -0.207
N 0.55938 -3.69156 1.75674 -0.5296 0.8487 0.3705 -0.623
N -0.53320 -0.82805 -0.92915 0.6237 1.1102 -1.3001 -0.471
N -0.72647 1.11504 0.31654 1.2634 1.6673 -2.5773 -0.568
C 0.04674 1.27535 -2.07289 1.3429 -0.1434 -2.5477 0.040
C -0.01459 -3.75322 0.55648 1.9162 -3.8551 0.9067 0.308
C 0.26836 -5.06806 0.03517 -0.4538 -0.2662 -1.2322 -0.262
C 0.97701 -5.81012 0.94658 -1.0438 1.9073 0.5962 0.171
C -0.40929 0.50709 -0.86247 -2.0908 -0.1968 4.2432 0.332
C 0.31828 3.43618 -3.37461 0.1081 -0.1091 -0.8769 -0.428
C 0.51099 3.62655 -1.01876 -0.3078 -0.8707 1.0090 -0.081
C 0.64385 4.79040 -3.51585 0.0513 -0.0953 1.0429 -0.704
C 0.77528 4.98386 -1.09995 -0.0402 -0.5688 -1.1952 -0.853
C -1.99338 -1.02950 3.65296 -0.3745 -0.9381 -1.6747 -0.722
C -1.86322 0.34513 3.73296 1.1102 2.0533 -1.6883 0.190
C 0.28632 2.78272 -2.14772 -0.2842 0.8041 1.6478 0.265
C 0.86246 5.58073 -2.37360 0.0224 0.1699 0.3713 1.088
C -1.39603 1.08251 2.61884 -0.7750 -0.0691 1.1694 -0.453
C -0.87944 -1.52683 0.12804 0.9878 0.1851 -2.3512 0.407
C -1.75329 -1.67419 2.42475 -0.0603 0.1779 2.1357 -0.340
C -1.13589 0.43700 1.39184 0.1968 -0.4323 0.0998 -0.318
C -1.26766 -0.95474 1.33136 -0.4086 -0.6345 0.8257 1.124
N 1.12348 -4.90711 2.01430 -0.0150 -1.7035 -1.6370 -0.055
N -0.73437 -2.85362 -0.18343 -0.7368 -0.5222 1.2733 -0.163
C 1.35666 -7.27103 0.82122 -1.0798 0.8591 1.0664 -1.150
C 1.20098 7.05495 -2.45700 -0.0945 -0.3950 -1.5360 -1.331
H -0.01873 -5.43633 -0.95799 0.0389 0.2056 0.5260 0.271
H 0.08031 2.88918 -4.28496 0.1916 -0.1258 0.2242 0.376
H 0.44322 3.24901 0.01830 0.0432 -0.2323 -0.9455 0.233
H 0.75868 5.21772 -4.51123 -0.2360 -0.0345 0.2355 0.362
H 0.92896 5.52772 -0.16825 -0.0349 0.1011 -0.3917 0.342
H -2.39174 -1.55725 4.49206 -0.0351 -0.3988 0.3292 0.440
H -1.27826 2.16614 2.65104 -0.0798 -0.3307 0.1352 0.449
H -1.88514 -2.75057 2.39203 0.0719 0.1659 -0.1850 0.442
H 1.57178 -5.16108 2.88777 -0.3246 0.7989 -0.2010 0.233
H -0.68867 -3.02430 -1.17791 0.1643 0.2608 0.0998 0.327
H 2.40895 -7.35522 0.89528 1.1485 -0.3974 -0.0768 0.348
H 0.99410 -7.61692 -0.13801 0.1140 -0.0977 -0.1433 0.280
H 0.89661 -7.89906 1.61268 0.2161 0.4390 -0.3984 0.306
H 0.72713 7.49456 -3.36893 0.4578 -0.2186 0.6789 0.337
H 2.29100 7.16719 -2.54829 -0.2769 0.1512 0.0685 0.270
H 0.84483 7.59681 -1.60015 -0.0610 0.1941 0.4240 0.372
```
Positions in Å, forces in eV/Å.

SMILES string: Cc1ccc(C(=O)c2nc(Nc3cc(C)[nH]n3)c3ccc(Cl)cc3n2)cc1
Energy above the lowest of the compared OMol25 structures with the same formula, charge and spin (kcal per mole): 0.0
Orbital gap (hartree): 0.2776
Charge: 0
HOMO (eV): -8.24